{
  "formula": "C4H13NS",
  "method": "ωB97M-V with the def2-TZVPD basis set",
  "e_above_lowest_kj_mol": 56.78,
  "e_tot_ha": -613.107388,
  "e_homo_ev": -8.52,
  "smiles": "CCN.CSC",
  "charge": 0,
  "species": ["C", "H", "H", "H", "S", "C", "N", "H", "C", "H", "H", "H", "H", "H", "H", "H", "H", "H", "C"],
  "positions_angstrom": [[0.111, -2.551, -1.618], [-0.873, -0.111, 0.197], [2.038, -1.729, -2.186], [-0.375, -1.612, -1.341], [-0.800, 2.044, 1.321], [-1.044, 2.593, -0.442], [1.963, -1.877, -0.066], [-1.994, -0.146, 1.525], [1.605, -2.384, -1.425], [-0.138, -2.804, -2.643], [-1.377, 1.757, -1.055], [2.020, -3.395, -1.477], [-1.854, 3.315, -0.466], [2.971, -1.745, -0.148], [-0.230, -0.195, 1.781], [-0.260, -3.264, -0.880], [-0.059, 2.924, -0.740], [1.657, -0.898, -0.077], [-1.037, 0.259, 1.209]]
}

{
  "formula": "C4H13NS",
  "method": "ωB97M-V with the def2-TZVPD basis set",
  "e_above_lowest_kj_mol": 137.58,
  "e_tot_ha": -613.076613,
  "e_homo_ev": -8.44,
  "smiles": "CNC.CSC",
  "charge": 0,
  "species": ["H", "C", "H", "H", "C", "C", "H", "C", "H", "H", "H", "H", "H", "H", "H", "H", "N", "S", "H"],
  "positions_angstrom": [[0.848, 0.647, 0.182], [0.433, 1.480, 0.817], [2.361, 1.575, 1.453], [-3.284, -2.709, -2.866], [0.000, -2.466, -0.910], [-2.239, -2.364, -2.666], [0.390, 3.554, 2.207], [1.266, 2.989, 2.546], [0.147, -1.766, -1.694], [0.598, -3.343, -1.105], [-1.713, -2.788, -3.510], [1.292, 2.408, 3.470], [-2.020, -1.298, -2.709], [2.190, 3.737, 2.642], [-0.216, 2.034, 0.106], [0.287, -2.147, 0.089], [1.609, 2.224, 1.316], [-1.790, -2.940, -1.059], [-0.158, 1.173, 1.690]]
}